# C5H13ClN3O2

The ion C5H13ClN3O2 with charge +1 in a non-equilibrium geometry (ωB97M-V/def2-TZVPD, the Open Molecules 2025 dataset).

Summary:
Frontier orbital gap: 0.330 Eh
Net charge: +1
E_HOMO: -12.973 eV
Relative energy (zero: lowest compared OMol25 entry of this formula, charge and spin): 0.4 kcal per mole
SMILES: CC(C)(N=O)N([NH3+])[C@](C)(O)Cl

Bonds (Å) are listed after each position.
Element x y z (Å)
1 C 1.53424 -1.20921 1.16697  C2 1.575, H12 1.096, H13 1.136, H14 1.113
2 C 0.80896 -0.14042 0.26521  C1 1.575, C3 1.530, N4 1.564, N6 1.514
3 C 1.08773 1.28277 0.75362  C2 1.530, H15 1.053, H16 1.002, H17 1.039
4 N 1.30326 -0.40340 -1.19497  C2 1.564, O5 1.189
5 O 2.29720 0.17387 -1.49945  N4 1.189
6 N -0.65562 -0.52403 0.27102  C2 1.514, N7 1.435, C8 1.499
7 N -0.78800 -1.84731 -0.26677  N6 1.435, H18 1.069, H19 1.125, H20 1.046
8 C -1.64787 0.53409 -0.10548  N6 1.499, C9 1.565, O10 1.358, Cl11 1.914
9 C -1.33839 1.03326 -1.55601  C8 1.565, H21 1.062, H22 1.049, H23 1.067
10 O -1.58776 1.50830 0.83865  C8 1.358, H24 0.966
11 Cl -3.30482 -0.42249 -0.15847  C8 1.914
12 H 1.67782 -2.16043 0.64162  C1 1.096
13 H 2.52725 -0.69060 1.35386  C1 1.136
14 H 0.95361 -1.17640 2.11588  C1 1.113
15 H 2.08842 1.45674 0.47721  C3 1.053
16 H 0.48596 1.89044 0.23069  C3 1.002
17 H 0.96638 1.35681 1.78302  C3 1.039
18 H -0.34400 -2.49250 0.46052  N7 1.069
19 H -1.91140 -1.88415 -0.22467  N7 1.125
20 H -0.47554 -2.12473 -1.22620  N7 1.046
21 H -2.33052 1.13175 -1.92189  C9 1.062
22 H -0.83997 0.39927 -2.22732  C9 1.049
23 H -0.78167 1.94224 -1.50712  C9 1.067
24 H -2.26553 2.18886 0.73355  O10 0.966

# C5H13ClNPS

An isolated molecule of C5H13ClNPS in a non-equilibrium geometry (ωB97M-V/def2-TZVPD, the Open Molecules 2025 dataset).

Summary:
Frontier orbital gap: 0.351 Eh
E_HOMO: -8.818 eV
Relative energy (zero: lowest compared OMol25 entry of this formula, charge and spin): 0.0 kcal per mole
SMILES: CC(C)[P@](=S)(Cl)N(C)C

Bonds (Å) are listed after each position.
Element x y z (Å)
1 C -1.76180 1.58276 -1.15227  C2 1.499, H10 1.069, H11 1.119, H12 1.069
2 C -0.86901 0.88939 -0.16707  C1 1.499, C3 1.482, P4 1.835, H13 1.066
3 C 0.10049 1.90054 0.31574  C2 1.482, H14 1.166, H15 1.054, H16 1.028
4 P -0.11407 -0.60255 -0.92261  C2 1.835, S5 1.956, Cl6 2.011, N7 1.683
5 S 0.92206 -0.23760 -2.54102  P4 1.956
6 Cl -1.75049 -1.73119 -1.22684  P4 2.011
7 N 0.71027 -1.61109 0.14375  P4 1.683, C8 1.437, C9 1.458
8 C 2.11743 -1.35131 0.27236  N7 1.437, H17 1.081, H18 1.116, H19 1.094
9 C 0.00044 -1.76766 1.40769  N7 1.458, H20 1.176, H21 1.078, H22 1.112
10 H -1.14092 1.99569 -1.91795  C1 1.069
11 H -2.52770 0.89826 -1.59646  C1 1.119
12 H -2.31990 2.31170 -0.60413  C1 1.069
13 H -1.44993 0.41062 0.58776  C2 1.066
14 H 0.59507 2.47025 -0.57341  C3 1.166
15 H 0.97210 1.54290 0.78921  C3 1.054
16 H -0.31755 2.54677 0.99762  C3 1.028
17 H 2.60680 -1.33125 -0.69102  C8 1.081
18 H 2.31918 -0.33805 0.69498  C8 1.116
19 H 2.44494 -2.03860 1.05844  C8 1.094
20 H -1.04960 -2.19105 1.08963  C9 1.176
21 H 0.39065 -2.53033 2.06201  C9 1.078
22 H 0.12154 -0.81820 1.97359  C9 1.112

# C5H13FNO3S

The ion C5H13FNO3S with charge +1 (ωB97M-V/def2-TZVPD, the Open Molecules 2025 dataset).

Summary:
Frontier orbital gap: 0.400 Eh
Net charge: +1
E_HOMO: -14.191 eV
SMILES: CCOCC[N@@H+](C)S(=O)(=O)F

Bonds (Å) are listed after each position.
Element x y z (Å)
1 C 2.38681 -0.80423 0.50088  C2 1.522, H12 1.097, H13 1.089, H14 1.091
2 C 2.30421 0.27997 -0.56357  C1 1.522, O3 1.424, H15 1.087, H16 1.096
3 O 1.81353 1.52461 -0.07441  C2 1.424, C4 1.388
4 C 0.58678 1.49366 0.57508  O3 1.388, C5 1.539, H17 1.089, H18 1.103
5 C -0.59699 1.11198 -0.33179  C4 1.539, N6 1.530, H19 1.086, H20 1.088
6 N -1.18378 -0.24614 0.05864  C5 1.530, C7 1.511, S8 1.789, H21 1.027
7 C -2.34025 -0.13150 1.02452  N6 1.511, H22 1.087, H23 1.085, H24 1.086
8 S -1.65830 -1.24873 -1.34442  N6 1.789, O9 1.404, O10 1.404, F11 1.533
9 O -2.28040 -0.38195 -2.25684  S8 1.404
10 O -2.17614 -2.44701 -0.82809  S8 1.404
11 F -0.21263 -1.49846 -1.79055  S8 1.533
12 H 1.44139 -1.33152 0.67806  C1 1.097
13 H 3.10678 -1.56385 0.20008  C1 1.089
14 H 2.72604 -0.37834 1.44573  C1 1.091
15 H 3.29583 0.50389 -0.94889  C2 1.087
16 H 1.70704 -0.04403 -1.42334  C2 1.096
17 H 0.41500 2.50184 0.94844  C4 1.089
18 H 0.60938 0.83555 1.46010  C4 1.103
19 H -1.40868 1.82676 -0.23277  C5 1.086
20 H -0.31256 1.07843 -1.38116  C5 1.088
21 H -0.42889 -0.75474 0.53406  N6 1.027
22 H -1.92733 0.06460 2.01023  C7 1.087
23 H -2.98084 0.67978 0.69515  C7 1.085
24 H -2.88596 -1.07058 1.04487  C7 1.086